# C3H3BrClN

The molecule C3H3BrClN at a distorted geometry (wB97M-V/def2-TZVPD, the Open Molecules 2025 dataset).

```
9
Properties=species:S:1:pos:R:3
N 0.006 -0.075 2.612
C 0.042 -0.362 1.521
C 0.200 -0.613 0.084
Cl -0.791 -2.122 -0.503
C -0.230 0.598 -0.747
Br 0.926 2.132 -0.241
H 1.151 -0.887 -0.300
H 0.044 0.522 -1.848
H -1.348 0.807 -0.578
```

Calculated values
HOMO level = -10.89 eV
SMILES = N#C[C@@H](Cl)CBr
Kohn-Sham gap = 0.399 hartree
relative energy (zero: lowest compared OMol25 entry of this formula, charge and spin) = 0.0 kcal per mole
multiplicity = 1
E_LUMO = -0.04 eV

Atom charges from the natural (NBO) analysis, given in e for atoms 1 to 2: N -0.2456; C 0.2406


# C2H4N2O2

The molecule C2H4N2O2 at a distorted geometry (wB97M-V/def2-TZVPD, the Open Molecules 2025 dataset).

```
10
Properties=species:S:1:pos:R:3
C -0.731 -0.775 0.207
C -0.503 0.794 -0.042
N 0.438 -1.490 -0.278
N 1.630 -0.007 0.095
O 2.817 -0.038 0.010
O 0.838 1.068 -0.102
H -1.182 -1.186 1.069
H -1.423 -1.016 -0.643
H -1.013 1.140 -0.970
H -0.872 1.509 0.654
```

Calculated values
HOMO level (alpha / beta) = -8.99 / -8.26 eV
Kohn-Sham gap (alpha / beta) = 0.312 / 0.280 hartree
relative energy (zero: lowest compared OMol25 entry of this formula, charge and spin) = 206.2 kcal per mole
multiplicity = 1
E_LUMO (alpha / beta) = -0.50 / -0.62 eV

Atom charges from the natural (NBO) analysis, given in e for atoms 1 to 2: C -0.3581; C -0.0849


# C9H11BeBr3F6N2Na2O10

A structure of composition C9H11BeBr3F6N2Na2O10 at a distorted geometry (wB97M-V/def2-TZVPD, the Open Molecules 2025 dataset).

```
44
Properties=species:S:1:pos:R:3
Na 2.500 -0.497 -5.198
Na 1.264 -3.037 -0.650
Be -1.648 -2.232 -3.302
N -1.665 -3.796 -2.483
O -1.769 -4.872 -1.982
O -0.874 -2.885 -2.088
O -2.211 -3.512 -3.621
N 1.418 -0.416 -2.119
O 0.489 -1.151 -2.537
O 2.250 0.143 -2.853
O 1.471 -0.449 -0.908
C 1.417 3.167 -1.998
Br 3.068 3.718 -2.856
Br 0.061 2.409 -3.236
Br 0.605 4.520 -0.832
H 1.736 2.291 -1.446
C -1.067 1.789 1.271
C -1.473 0.735 0.216
O -2.240 1.461 -0.746
C -2.628 0.957 -1.864
O -2.570 -0.201 -2.239
C -3.410 2.002 -2.696
F -3.085 1.831 -3.978
F -4.701 1.791 -2.415
F -3.198 3.268 -2.314
H -0.626 2.696 0.865
H -0.282 1.427 1.937
H -1.885 1.949 1.971
H -2.145 0.031 0.705
H -0.590 0.353 -0.290
C 2.906 0.274 2.290
C 1.804 0.398 3.328
O 1.600 -0.819 4.045
C 0.931 -1.829 3.531
O 0.654 -2.003 2.367
C 0.498 -2.862 4.598
F -0.682 -2.423 5.060
F 0.211 -4.055 4.077
F 1.349 -2.905 5.619
H 2.612 -0.327 1.429
H 3.824 -0.115 2.727
H 3.077 1.252 1.837
H 0.909 0.710 2.791
H 2.097 1.213 3.985
```

Calculated values
HOMO level = -15.00 eV
total charge = +2
Kohn-Sham gap = 0.252 hartree
multiplicity = 1
E_LUMO = -8.16 eV

Atom charges from the natural (NBO) analysis, given in e for atoms 1 to 2: Na 0.9926; Na 0.9872


# C9H13NO3

A cluster of 2 separate species, C9H13NO3 in total at a distorted geometry (wB97M-V/def2-TZVPD, the Open Molecules 2025 dataset).

```
26
Properties=species:S:1:pos:R:3
O 2.165 2.149 0.491
C 2.518 0.950 0.381
C 3.763 0.451 0.013
C 4.001 -0.834 -0.345
C 3.011 -1.816 -0.149
C 1.827 -1.396 0.381
N 1.566 -0.064 0.577
H 4.517 1.255 -0.028
H 4.882 -1.110 -0.851
H 3.148 -2.822 -0.247
H 0.981 -1.981 0.483
H 0.728 0.155 1.008
C -3.402 0.834 -0.263
C -2.241 0.249 0.079
O -1.062 0.888 0.365
C -0.834 2.345 -0.107
O -2.056 -1.082 0.228
C -3.183 -1.774 -0.128
H -4.199 0.182 -0.566
H -3.593 1.904 -0.287
H -1.384 2.965 0.480
H -1.092 2.395 -1.141
H 0.249 2.268 0.116
H -3.318 -1.644 -1.209
H -4.047 -1.525 0.617
H -2.947 -2.941 0.102
```

Calculated values
HOMO level = -8.47 eV
SMILES = O=c1cccc[nH]1.C=C(OC)OC
Kohn-Sham gap = 0.335 hartree
relative energy (zero: lowest compared OMol25 entry of this formula, charge and spin) = 67.3 kcal per mole
multiplicity = 1
E_LUMO = 0.64 eV

Atom charges from the natural (NBO) analysis, given in e for atoms 1 to 2: O -0.6659; C 0.5904


# C11H17BBr4CrMnN3O22S2

A structure of composition C11H17BBr4CrMnN3O22S2 at a distorted geometry (wB97M-V/def2-TZVPD, the Open Molecules 2025 dataset).

```
62
Properties=species:S:1:pos:R:3
Mn -1.221 1.327 -2.213
Cr -0.450 -2.148 1.609
O 3.582 4.648 2.669
C 3.542 3.887 1.722
O 3.350 4.081 0.435
B 3.373 2.747 -0.297
O 3.867 1.807 0.700
C 3.806 2.391 1.959
O 4.098 1.916 3.034
O 4.084 2.733 -1.590
C 3.322 2.331 -2.522
O 3.676 2.193 -3.709
C 1.971 2.020 -1.999
O 2.056 2.320 -0.703
O 1.021 1.538 -2.591
S -0.814 -0.444 -0.395
O -0.451 0.976 -0.368
O -1.362 -0.589 -1.761
O 0.281 -1.381 -0.151
O -1.711 -0.922 0.629
S 0.590 -0.131 4.052
O 1.256 1.129 3.863
O -0.274 -0.193 5.234
O -0.063 -0.782 2.949
O 1.584 -0.992 4.638
Br 3.671 -2.007 -2.879
C 3.101 -1.666 -1.082
C 4.234 -1.412 -0.198
Br 3.540 -1.380 1.728
H 2.427 -2.383 -0.615
H 2.641 -0.682 -0.992
H 4.673 -0.447 -0.455
H 5.102 -2.061 -0.316
Br -3.442 2.949 1.906
C -1.707 2.339 2.699
C -0.475 3.118 2.020
Br -0.502 4.953 2.782
H -1.552 1.278 2.502
H -1.798 2.664 3.735
H -0.709 3.238 0.963
H 0.506 2.672 2.187
C -4.872 2.909 -1.531
N -4.622 1.433 -1.552
O -3.508 1.138 -1.937
O -5.537 0.702 -1.631
H -5.943 3.110 -1.500
H -4.492 3.409 -2.422
H -4.445 3.308 -0.611
C -0.173 -2.885 -3.476
N -0.789 -3.735 -2.388
O -0.073 -4.092 -1.474
O -1.970 -4.030 -2.550
H 0.257 -3.673 -4.094
H 0.484 -2.208 -2.930
H -0.814 -2.261 -4.099
C -3.259 -5.590 0.278
N -2.998 -4.187 0.710
O -1.873 -3.683 0.705
O -4.085 -3.592 0.680
H -3.936 -5.513 -0.573
H -3.754 -5.946 1.181
H -2.425 -6.248 0.032
```

Calculated values
HOMO level (alpha / beta) = -3.09 / -3.11 eV
total charge = -1
Kohn-Sham gap (alpha / beta) = 0.093 / 0.085 hartree
multiplicity = 10
E_LUMO (alpha / beta) = -0.57 / -0.80 eV

Atom charges from the natural (NBO) analysis, given in e for atoms 1 to 2: Mn 1.6777; Cr 1.5063


# C28H49BBrN4O6

The ion C28H49BBrN4O6 with charge +1 at a distorted geometry (wB97M-V/def2-TZVPD, the Open Molecules 2025 dataset).

```
89
Properties=species:S:1:pos:R:3
C -2.616 -5.912 0.039
C -2.262 -4.846 -1.086
C -0.704 -4.742 -1.328
C -0.417 -3.235 -1.789
N -0.559 -2.351 -0.649
C -0.400 -0.906 -0.831
C -0.071 -0.562 -2.340
O 0.094 0.837 -2.581
C 1.240 1.146 -3.378
C 0.941 2.518 -4.128
C 2.285 3.351 -4.292
N 0.980 -0.733 -0.193
C 2.149 -1.594 -0.400
C 3.188 -1.262 -1.391
C 4.321 -2.173 -1.528
C 4.326 -3.340 -0.653
N 3.414 -3.659 0.299
C 2.379 -2.794 0.392
C 1.088 0.287 0.635
C 2.458 0.557 1.269
C 2.620 1.824 2.187
O 3.940 2.337 2.037
C 4.004 3.692 2.581
C 3.674 4.696 1.418
C -0.318 0.936 0.688
Br 0.132 2.754 -0.058
B -0.630 1.358 2.254
O -0.270 0.528 3.324
O -1.243 2.574 2.545
C -0.754 3.188 3.768
C -1.731 2.811 4.933
C -1.457 0.085 -0.069
C -2.226 -0.966 0.865
C -3.386 -0.375 1.752
O -3.262 -1.025 3.056
N -2.296 0.832 -0.979
C -3.053 1.979 -0.436
C -3.208 0.104 -1.843
C -4.522 -0.663 -1.443
O -3.038 0.195 -3.039
H -3.453 -5.523 0.685
H -1.746 -6.150 0.701
H -3.016 -6.865 -0.405
H -2.676 -3.861 -0.729
H -2.821 -5.079 -2.033
H -0.086 -4.919 -0.414
H -0.436 -5.375 -2.207
H -1.160 -3.048 -2.616
H 0.608 -3.231 -2.272
H -0.252 -2.702 0.247
H -0.860 -0.921 -3.060
H 0.874 -1.058 -2.706
H 1.469 0.401 -4.181
H 2.115 1.372 -2.702
H 0.445 2.335 -5.110
H 0.297 3.150 -3.453
H 2.080 4.396 -4.655
H 2.808 3.487 -3.301
H 3.012 2.853 -4.986
H 3.132 -0.371 -2.052
H 5.110 -1.963 -2.276
H 5.182 -4.050 -0.781
H 1.603 -3.024 1.170
H 2.712 -0.331 1.919
H 3.313 0.627 0.537
H 1.851 2.625 2.058
H 2.524 1.467 3.259
H 3.266 3.712 3.427
H 5.052 3.829 2.954
H 4.159 4.298 0.490
H 4.112 5.696 1.670
H 2.573 4.757 1.208
H -0.083 -0.372 3.006
H -0.832 4.301 3.605
H 0.319 2.952 3.968
H -1.648 1.721 5.186
H -1.491 3.385 5.863
H -2.795 3.017 4.633
H -1.467 -1.392 1.566
H -2.750 -1.747 0.256
H -3.341 0.726 1.941
H -4.406 -0.659 1.378
H -3.671 -0.402 3.680
H -4.176 1.863 -0.468
H -2.843 2.870 -1.097
H -2.801 2.297 0.602
H -5.056 -0.118 -0.622
H -5.224 -0.690 -2.317
H -4.333 -1.737 -1.173
```

Calculated values
HOMO level = -11.77 eV
total charge = +1
SMILES = CCCCN[C@]1(COCCC)[N+](c2cccnc2)=C(CCOCC)[C@](Br)(B(O)OCC)[C@@]1(CCO)N(C)C(C)=O
Kohn-Sham gap = 0.298 hartree
relative energy (zero: lowest compared OMol25 entry of this formula, charge and spin) = 87.5 kcal per mole
multiplicity = 1
E_LUMO = -3.65 eV

Atom charges from the Mulliken analysis, given in e for atoms 1 to 2: C -1.2516; C 0.4362


# C12H16O2

A cluster of 2 separate species, C12H16O2 in total at a distorted geometry (wB97M-V/def2-TZVPD, the Open Molecules 2025 dataset).

```
30
Properties=species:S:1:pos:R:3
O -0.370 2.703 2.832
C -0.672 2.352 1.716
O -0.359 3.042 0.604
C -1.600 1.256 1.443
C -1.861 0.399 2.580
C -2.674 -0.733 2.323
C -3.136 -1.001 1.061
C -2.808 -0.213 -0.044
C -2.047 0.917 0.155
H 0.280 3.588 1.004
H -1.544 0.660 3.627
H -2.899 -1.498 3.236
H -3.498 -2.024 0.937
H -3.132 -0.429 -1.028
H -1.811 1.581 -0.620
C 1.665 0.283 0.584
C 1.235 -0.208 -0.755
C 1.861 -0.910 -1.694
C 1.127 -1.149 -2.996
C 3.236 -1.501 -1.689
H 2.054 1.311 0.560
H 0.772 0.287 1.139
H 2.410 -0.336 0.924
H 0.140 0.095 -0.833
H 0.634 -2.034 -3.080
H 1.848 -1.239 -3.730
H 0.518 -0.211 -3.219
H 4.004 -0.758 -2.055
H 3.470 -1.782 -0.682
H 3.157 -2.449 -2.298
```

Calculated values
HOMO level = -8.73 eV
SMILES = O=C(O)c1ccccc1.CC=C(C)C
Kohn-Sham gap = 0.328 hartree
relative energy (zero: lowest compared OMol25 entry of this formula, charge and spin) = 34.0 kcal per mole
multiplicity = 1
E_LUMO = 0.20 eV

Atom charges from the natural (NBO) analysis, given in e for atoms 1 to 2: O -0.5908; C 0.7625


# C5H13NO2

A cluster of 2 separate species, C5H13NO2 in total at a distorted geometry (wB97M-V/def2-TZVPD, the Open Molecules 2025 dataset).

```
21
Properties=species:S:1:pos:R:3
C 2.113 0.676 -0.516
N 0.770 0.212 -0.465
C 0.012 0.105 0.762
C -1.062 1.235 0.708
C -1.568 1.643 2.070
O -1.681 2.785 2.396
C -0.603 -1.281 0.827
H 2.159 1.726 -0.234
H 2.538 0.548 -1.503
H 2.764 0.120 0.186
H 0.566 -0.527 -1.149
H 0.712 0.280 1.581
H -0.687 2.086 0.136
H -1.897 0.875 0.107
H -1.866 0.832 2.755
H -1.205 -1.489 -0.053
H 0.103 -2.061 1.076
H -1.359 -1.285 1.621
H -0.445 -1.554 -3.485
H 0.714 -2.553 -3.671
O -0.077 -2.374 -3.148
```

Calculated values
HOMO level (alpha / beta) = -13.85 / -13.74 eV
total charge = +1
Kohn-Sham gap (alpha / beta) = 0.395 / 0.216 hartree
relative energy (zero: lowest compared OMol25 entry of this formula, charge and spin) = 21.4 kcal per mole
multiplicity = 2
E_LUMO (alpha / beta) = -3.09 / -7.86 eV

Atom charges from the natural (NBO) analysis, given in e for atoms 1 to 2: C -0.4835; N -0.1154